Entry a
{"formula": "C12H16N2O3", "method": "ωB97M-V with the def2-TZVPD basis set", "species": ["C", "C", "N", "C", "O", "N", "C", "C", "C", "C", "C", "C", "C", "C", "C", "O", "O", "H", "H", "H", "H", "H", "H", "H", "H", "H", "H", "H", "H", "H", "H", "H", "H"], "coordinates": [[-4.4821, 0.7379, -0.7815], [-3.9142, -0.6056, -0.4619], [-4.7788, -1.3642, 0.4709], [-2.4832, -0.4888, 0.0646], [-2.2697, -0.5949, 1.2979], [-1.4681, -0.0840, -0.7298], [-0.0836, 0.0243, -0.2138], [0.9342, -0.2093, -1.2740], [2.3102, -0.3548, -0.6707], [3.2114, 0.7156, -0.6280], [4.4527, 0.6131, 0.0306], [4.8225, -0.6123, 0.5644], [3.9502, -1.7224, 0.4534], [2.7263, -1.5838, -0.1750], [0.0971, 1.4281, 0.4419], [0.7636, 2.3401, -0.0350], [-0.6702, 1.5991, 1.5391], [-4.5770, 1.4048, 0.0950], [-3.9220, 1.3190, -1.5640], [-5.5225, 0.6360, -1.1937], [-3.9420, -1.1614, -1.4015], [-4.3673, -2.2672, 0.6402], [-4.7834, -0.9118, 1.4073], [-1.5142, -0.1119, -1.7223], [0.0400, -0.7052, 0.5628], [0.7122, -1.1360, -1.8061], [0.9025, 0.5993, -2.0102], [2.9222, 1.6947, -1.0404], [5.1295, 1.4836, 0.0645], [5.7564, -0.7039, 1.1320], [4.2209, -2.7249, 0.7872], [2.0048, -2.4282, -0.2648], [-1.1706, 0.7434, 1.6117]], "lowdin_charge": [-0.07, -0.39, 0.04, -0.39, 0.02, 0.14, -0.21, -0.12, -0.23, -0.03, -0.08, -0.09, -0.08, -0.06, -0.42, 0.10, 0.12, 0.09, 0.09, 0.10, 0.14, 0.07, 0.09, 0.14, 0.15, 0.13, 0.13, 0.11, 0.11, 0.10, 0.10, 0.13, 0.07], "e_homo_ev": -9.2}

=====

Entry b
{"formula": "C12H16N2O3", "method": "ωB97M-V with the def2-TZVPD basis set", "species": ["C", "C", "O", "N", "C", "O", "N", "C", "O", "C", "C", "C", "C", "C", "C", "C", "C", "H", "H", "H", "H", "H", "H", "H", "H", "H", "H", "H", "H", "H", "H", "H", "H"], "coordinates": [[-4.7407, 0.3605, -1.0556], [-3.9525, -0.3993, 0.0334], [-4.4694, -0.6593, 1.0843], [-2.7219, -1.0278, -0.1813], [-1.6801, -0.5277, -0.9592], [-1.7727, 0.3688, -1.7283], [-0.3783, -0.9423, -0.8314], [0.1933, -1.3221, 0.3335], [-0.4395, -1.9133, 1.2101], [1.7750, -1.4053, 0.4514], [2.2573, -2.8135, 0.4723], [2.4098, -0.8156, 1.7727], [3.5170, 0.2175, 1.2724], [4.6007, -0.4434, 0.5063], [3.9950, -0.9030, -0.6490], [2.6205, -0.5316, -0.5905], [2.7960, 0.8694, 0.0728], [-4.1995, 1.1898, -1.4157], [-5.6653, 0.7734, -0.6810], [-5.0074, -0.3310, -1.9104], [-2.4172, -1.7110, 0.5751], [0.2206, -0.6922, -1.6572], [1.9863, -3.3989, -0.5117], [3.2877, -2.8829, 0.7879], [1.6260, -3.3320, 1.1726], [1.6924, -0.2390, 2.4854], [2.9946, -1.5988, 2.3439], [3.8956, 0.8683, 2.0885], [5.6519, -0.4952, 0.8216], [4.4219, -1.3722, -1.6054], [2.3006, -0.4531, -1.6136], [3.3821, 1.6156, -0.4913], [1.8714, 1.3858, 0.3400]], "lowdin_charge": [0.01, -0.46, 0.09, 0.18, -0.51, 0.11, 0.18, -0.34, 0.06, -0.33, -0.06, -0.06, -0.29, -0.04, -0.09, -0.29, -0.09, 0.05, 0.07, 0.11, 0.17, 0.18, 0.14, 0.08, 0.08, 0.15, 0.13, 0.14, 0.11, 0.14, 0.12, 0.13, 0.11], "e_homo_ev": -9.1}

=====

The most stable arrangement is entry a, and the next structure is 210.2 kJ/mol less stable.

=====

Entry a
{"formula": "C5H7ClO2", "method": "ωB97M-V with the def2-TZVPD basis set", "species": ["C", "C", "O", "C", "C", "Cl", "C", "O", "H", "H", "H", "H", "H", "H", "H"], "coordinates": [[-2.6327, -1.1934, -0.0999], [-1.1855, -0.9141, 0.0371], [-0.6294, 0.2304, -0.0376], [0.7889, 0.2562, 0.0536], [1.5596, -0.8959, -0.0711], [3.1952, -0.8781, -0.1520], [1.2218, 1.6492, 0.2696], [0.3138, 2.5691, -0.3593], [-2.8082, -2.4384, -0.0599], [-3.5743, -0.5119, -0.4519], [-0.3406, -1.8393, 0.3540], [1.3205, -1.7867, -0.3311], [1.2412, 1.6882, 1.4846], [2.1979, 2.0420, -0.1072], [-0.6680, 2.0228, -0.5288]], "lowdin_charge": [-0.01, -0.27, -0.07, -0.26, -0.58, 0.73, -0.22, -0.13, 0.09, 0.08, 0.17, -0.03, 0.17, 0.13, 0.20], "e_homo_ev": -8.6}

=====

Entry b
{"formula": "C5H7ClO2", "method": "ωB97M-V with the def2-TZVPD basis set", "species": ["C", "C", "C", "C", "C", "O", "O", "Cl", "H", "H", "H", "H", "H", "H", "H"], "coordinates": [[0.2061, -1.3789, 2.5967], [1.0802, -2.2405, 2.0180], [-0.5515, -0.5114, 0.5972], [-0.0126, 1.9450, -2.0062], [-0.4559, 0.6068, -1.4511], [-0.3621, -0.3573, 1.8065], [-0.7677, 0.5833, -0.1232], [1.9470, -3.1113, 3.2686], [0.1001, -1.1763, 3.6484], [-0.2242, -1.3490, 0.0670], [-0.0066, 1.7923, -3.1548], [-0.9093, 2.6260, -1.9285], [0.8504, 2.4397, -1.6048], [0.4283, -0.0324, -1.6643], [-1.3223, 0.1639, -2.0693]], "lowdin_charge": [-0.32, -0.57, -0.13, -0.07, -0.29, 0.09, 0.04, 0.46, 0.08, 0.13, 0.12, 0.09, 0.07, 0.13, 0.16], "e_homo_ev": -7.7}

=====

The most stable arrangement is entry b, and the next structure is 41.2 kJ/mol less stable.

=====

Entry a
{"formula": "C3H5NOS2", "method": "ωB97M-V with the def2-TZVPD basis set", "species": ["C", "C", "C", "N", "O", "S", "S", "H", "H", "H", "H", "H"], "coordinates": [[1.3718, -0.0059, -0.4269], [0.1922, -0.5351, -1.1520], [0.0914, 0.2490, 1.3437], [1.3402, 0.3798, 0.7654], [-1.2304, 1.6435, -0.4193], [-2.7981, -0.7549, 0.0382], [-1.0853, 0.2517, -0.0633], [2.3420, 0.0665, -0.7700], [0.0646, -0.2605, -2.2910], [0.0287, -1.6169, -1.1108], [-0.0077, -0.5704, 2.2149], [-0.3095, 1.1533, 1.8712]], "lowdin_spin": [0.50, 0.16, 0.10, 0.79, 0.04, 0.23, 0.05, 0.05, 0.02, 0.03, 0.02, 0.01], "e_homo_ev": [-5.8, -9.7], "spin_multiplicity": 3, "s_squared": 2.0202}

=====

Entry b
{"formula": "C3H5NOS2", "method": "ωB97M-V with the def2-TZVPD basis set", "species": ["C", "C", "C", "N", "O", "S", "S", "H", "H", "H", "H", "H"], "coordinates": [[1.2080, -0.0111, -0.2324], [-0.0276, 2.0181, 0.5074], [0.5778, -1.4128, -0.5602], [0.3062, 1.0312, -0.2169], [-2.4442, -0.5422, 0.9739], [2.7971, 0.3020, 0.0264], [-2.9825, -1.2918, -0.1632], [0.0691, 2.0333, 1.6170], [-0.5253, 2.9094, 0.1599], [1.1280, -2.2345, -0.3185], [0.3419, -1.4445, -1.6755], [-0.4483, -1.3570, -0.1178]], "lowdin_spin": [0.00, 0.00, 0.01, 0.00, 0.76, 0.00, 1.22, 0.00, 0.00, 0.00, 0.00, 0.01], "e_homo_ev": [-8.4, -8.4], "spin_multiplicity": 3, "s_squared": 2.0079}

=====

The most stable arrangement is entry b, and the next structure is 355.6 kJ/mol less stable.

=====

Entry a
{"formula": "C5H18N2O3", "method": "ωB97M-V with the def2-TZVPD basis set", "species": ["C", "C", "C", "C", "N", "N", "C", "H", "H", "H", "H", "H", "H", "H", "H", "H", "H", "H", "H", "O", "H", "H", "O", "H", "H", "O", "H", "H"], "coordinates": [[-0.3895, 2.5177, -0.3881], [-0.2214, 1.5955, 0.5736], [-1.4252, 1.0304, 1.2940], [-1.8595, -0.3304, 0.6959], [-2.7289, -0.3095, -0.4449], [1.0375, 1.1696, 0.9273], [1.2849, 0.3875, 2.1180], [-1.3561, 2.8887, -0.7101], [0.4215, 3.0619, -0.8763], [-2.2115, 1.7523, 1.0706], [-1.3342, 1.1142, 2.3671], [-0.9840, -0.9167, 0.4565], [-2.3144, -0.8385, 1.5357], [-3.4110, 0.4330, -0.4046], [-2.2621, -0.2349, -1.3394], [1.8120, 1.5300, 0.4081], [0.8704, 0.8593, 3.0020], [2.3412, 0.2376, 2.3032], [0.8098, -0.5971, 2.0439], [-0.5499, -3.4060, -0.4385], [0.3820, -3.4962, -0.6878], [-0.9372, -2.8502, -1.1201], [2.0511, 0.8005, -2.2801], [2.5608, 1.5959, -2.4875], [1.2353, 1.2511, -1.9850], [2.0013, -2.2729, -1.0237], [1.8290, -1.4937, -0.4823], [2.0312, -1.9246, -1.9262]], "lowdin_charge": [0.00, -0.39, -0.14, -0.28, 0.01, -0.04, -0.09, 0.05, 0.05, 0.10, 0.10, 0.08, 0.11, 0.07, 0.07, 0.11, 0.08, 0.08, 0.08, -0.07, 0.00, 0.02, -0.07, 0.04, 0.01, -0.05, 0.03, 0.05], "e_homo_ev": -8.1}

=====

Entry b
{"formula": "C5H18N2O3", "method": "ωB97M-V with the def2-TZVPD basis set", "species": ["N", "C", "C", "N", "C", "C", "C", "O", "H", "H", "H", "H", "H", "H", "H", "H", "H", "H", "H", "H", "H", "H", "O", "H", "H", "O", "H", "H"], "coordinates": [[-1.9041, 0.4421, 0.5194], [-1.9909, 0.3494, -0.9395], [-0.7997, -0.4446, -1.4647], [0.5212, 0.2349, -1.3347], [1.5298, -0.5724, -0.6287], [1.4986, -0.6162, 0.8978], [2.1805, 0.6005, 1.4832], [1.6670, 0.9677, 2.7813], [-1.4150, -0.3505, 0.9075], [-2.7759, 0.5599, 1.0106], [-2.8882, -0.1212, -1.3332], [-1.8578, 1.3725, -1.2884], [-0.8041, -1.4572, -1.0778], [-0.9618, -0.5000, -2.5449], [0.2878, 1.0592, -0.7748], [1.3988, -1.5740, -1.0637], [2.5153, -0.2593, -0.9927], [0.5020, -0.9610, 1.2001], [2.0939, -1.4892, 1.1880], [1.9908, 1.4616, 0.8375], [3.2071, 0.3420, 1.7053], [0.7589, 1.2889, 2.7207], [-0.7570, 3.3176, -1.1260], [-0.9519, 3.3817, -0.1804], [-1.6346, 3.4570, -1.5011], [-0.6665, -3.1470, 0.2780], [-0.8238, -3.8217, 0.9496], [0.0795, -3.5209, -0.2286]], "lowdin_charge": [0.01, -0.27, -0.23, -0.04, -0.25, -0.19, -0.24, -0.09, 0.04, 0.06, 0.11, 0.07, 0.07, 0.10, 0.07, 0.10, 0.11, 0.09, 0.11, 0.12, 0.12, 0.07, -0.06, 0.04, 0.04, -0.06, 0.05, 0.06], "e_homo_ev": -8.4}

=====

The most stable arrangement is entry a, and the next structure is 47.9 kJ/mol less stable.